16
Properties=species:S:1:pos:R:3:forces:R:3:lowdin_charge:R:1 method="wB97M-V/def2-TZVPD" e_tot_ha=-346.4802 gap_ev="6.32 / 8.98" e_above_lowest_kcal_mol=185.3
O 1.0818 0.9581 -0.8420 0.31 0.86 0.29 -0.03
C 1.0010 -2.5163 -0.5388 0.21 0.15 -3.54 -0.21
C -0.2136 -1.7588 -0.1356 1.33 3.73 1.40 0.09
C -0.0524 2.7350 -0.0137 -0.65 -0.09 0.23 -0.02
C 1.0191 2.3499 -0.7783 -3.42 -0.61 1.82 -0.09
C -1.8845 1.3798 1.1878 0.74 4.41 -0.40 0.07
C -0.7151 1.5049 0.4996 2.15 -0.52 -1.41 -0.33
C 0.1292 0.4957 -0.0243 -1.12 -4.06 -0.20 -0.05
H 1.8158 -1.8194 -0.8657 -0.56 -0.43 0.63 0.07
H -0.5391 -1.8130 0.9182 -0.29 -0.26 -0.81 0.03
H -2.3592 2.3714 1.3266 -0.06 -0.90 0.38 0.07
H 1.5104 2.9182 -1.4790 1.61 0.80 -1.27 0.09
H -0.5796 3.7217 0.1520 1.35 -1.09 -0.41 0.13
H 1.3432 -3.1932 0.2103 0.26 -0.41 0.69 0.04
H 0.9106 -3.1553 -1.5495 -0.37 1.23 2.12 0.12
H -2.4446 0.5504 1.2872 -1.48 -2.81 0.47 0.02

=====

103
Properties=species:S:1:pos:R:3:forces:R:3:lowdin_charge:R:1 method="wB97M-V/def2-TZVPD" e_tot_ha=-3304.4653 total_charge=+1 gap_ev=6.94
P 4.1813 -0.6886 -3.0126 3.44 1.84 -0.48 0.98
F -3.6062 -2.3641 -3.1880 -0.10 1.32 1.99 0.08
F -3.7524 -0.3714 -2.0819 0.49 -2.43 0.02 0.09
F -4.0674 -2.3264 -0.9708 1.26 1.37 -2.02 0.09
O 4.7333 3.7090 7.6808 -0.02 -0.21 -0.35 0.09
O -9.6353 3.9080 -1.1631 0.04 -0.22 -0.28 0.08
O 5.6978 3.4300 5.7708 -0.26 -0.13 0.15 0.07
O -5.9758 -3.9022 3.2069 -0.22 -0.20 -0.12 0.07
O -7.5865 -5.1540 3.9097 0.20 0.13 -0.33 0.08
O 2.3749 3.3334 -3.1332 -0.05 -0.33 0.26 0.07
O 3.9308 1.6298 1.2319 0.23 -0.45 0.19 0.04
O 3.1033 2.2758 -1.3972 -0.27 0.03 -0.26 0.03
O 4.8674 -0.2221 1.8475 -0.16 0.50 -0.17 0.04
O -10.6797 3.5107 -3.0085 0.32 -0.13 0.19 0.08
N -6.8872 -4.6936 3.0254 0.04 0.13 0.53 -0.35
N 4.8465 3.1562 6.6018 0.35 0.43 0.17 -0.35
N 2.4868 -0.1493 -3.1448 -2.83 -1.60 0.84 -0.04
N 0.0601 -0.2819 -2.8088 2.30 -0.79 0.58 0.03
N 2.3568 3.0765 -1.9387 0.17 0.13 -0.12 -0.34
N 4.8874 0.9846 1.6327 0.01 -0.08 0.14 -0.33
N 1.6636 -2.0300 -1.9568 0.18 1.22 -1.06 0.12
N -9.7714 3.3158 -2.2199 -0.46 0.42 0.13 -0.35
C 3.8996 2.0867 6.2799 -0.50 -0.60 -0.17 -0.14
C 8.4368 1.6837 2.5700 -0.17 0.15 -0.07 -0.05
C 3.1359 0.3771 4.7779 -0.10 0.06 0.19 -0.07
C -7.7301 2.0367 -1.6846 0.05 0.04 0.10 0.00
C -7.1544 -5.1220 1.6510 -0.14 -0.25 -0.77 -0.14
C 7.2566 0.9961 2.3174 0.06 -0.17 0.05 0.00
C 1.3733 3.7670 -1.1047 -0.54 0.40 0.44 -0.15
C -6.3528 -4.6464 0.6177 0.11 0.06 -0.05 -0.01
C -8.4336 -6.4270 0.0937 0.20 0.16 -0.02 -0.06
C -0.5157 5.0413 0.4672 0.02 -0.02 -0.01 -0.06
C -6.5934 -5.0730 -0.6828 -0.17 -0.11 0.16 -0.07
C 2.1385 0.0352 5.6860 0.01 0.05 0.02 -0.07
C 8.4934 3.0617 2.3850 -0.04 -0.02 -0.01 -0.05
C 4.7494 -0.9018 -1.2294 -0.39 -1.37 1.01 -0.40
C 0.3871 4.1567 1.0498 -0.06 0.06 -0.24 -0.06
C 6.1380 1.7000 1.8781 0.62 0.37 0.11 -0.16
C 4.0208 1.4070 5.0721 0.03 -0.04 -0.13 0.00
C 4.6324 -2.3874 -0.6338 -0.56 -0.10 0.06 -0.18
C -8.7716 2.3040 -2.5680 0.59 -0.59 -0.23 -0.14
C 4.5677 -2.1763 -4.1021 -0.86 -0.86 -1.23 -0.41
C -1.7599 -1.7832 -1.7304 -0.60 0.13 0.03 -0.04
C -7.6299 -5.9638 -0.9431 -0.01 0.00 0.01 -0.07
C -8.8702 1.6316 -3.7829 -0.06 0.01 -0.08 0.00
C 2.0175 0.7256 6.8878 0.14 0.00 -0.21 -0.06
C -8.1978 -6.0072 1.3978 -0.08 -0.07 0.06 0.00
C -3.3387 -1.6974 -1.9858 0.70 -0.68 0.06 -0.47
C 6.1903 3.0779 1.6807 -0.10 0.13 -0.04 0.01
C -7.9057 0.6891 -4.1198 0.07 0.08 0.22 -0.06
C 1.3368 3.5142 0.2646 0.10 -0.17 0.13 0.00
C 1.4276 -0.7821 -2.6685 -0.33 -0.44 0.32 -0.29
C 0.4797 4.6590 -1.6932 -0.04 0.05 -0.17 0.00
C 2.9000 1.7564 7.1899 -0.03 0.03 0.11 0.00
C 5.8694 -3.0006 -3.6789 -0.54 -0.43 1.11 -0.15
C -0.4681 5.2944 -0.9004 0.12 -0.15 0.12 -0.06
C -0.9310 -1.3658 -3.0538 -1.79 -0.33 0.14 -0.17
C -6.8575 0.4223 -3.2452 -0.02 0.02 0.02 -0.08
C 7.3740 3.7571 1.9386 0.02 -0.23 0.04 -0.05
C -6.7714 1.0909 -2.0280 -0.16 0.01 -0.21 -0.07
H 0.3474 3.9657 2.1163 0.06 0.00 -0.11 0.11
H -7.8118 -6.2994 -1.9589 0.01 0.04 0.10 0.11
H 9.4146 3.5967 2.5908 -0.10 -0.06 -0.02 0.11
H 4.7940 1.6631 4.3572 0.02 0.13 0.26 0.10
H 5.5131 -4.0291 -3.3406 0.65 1.31 -0.38 0.08
H 7.2234 -0.0766 2.4684 -0.17 0.13 -0.05 0.12
H -7.6515 2.5536 -0.7355 -0.19 0.05 -0.16 0.12
H -6.1032 -0.3102 -3.5138 -0.08 0.06 0.02 0.09
H 5.6377 -2.9099 -0.4955 -1.36 0.94 0.04 0.08
H -5.9706 -4.7135 -1.4945 -0.04 0.00 0.10 0.10
H 5.3250 3.6302 1.3337 0.01 -0.21 0.05 0.12
H -1.2608 5.5354 1.0821 0.09 -0.04 -0.06 0.11
H -1.4881 -2.8494 -1.4195 -0.62 1.51 -0.35 0.14
H 3.6427 -2.8409 -4.2304 1.38 0.59 0.28 0.07
H -0.1276 0.2042 -1.9124 -0.13 0.03 -0.85 0.14
H -9.6821 1.8316 -4.4718 0.02 0.13 0.21 0.12
H -1.6528 -0.9711 -3.8491 1.01 -0.53 1.19 0.14
H -1.5588 -1.0789 -0.8541 -0.16 -0.94 -1.15 0.13
H 2.3253 0.7312 -3.6703 0.14 -0.56 0.46 0.12
H 2.7982 2.2854 8.1301 0.18 0.05 -0.16 0.12
H 6.6172 -3.1517 -4.5136 -1.03 0.47 0.94 0.08
H -5.9542 0.8765 -1.3487 -0.11 0.05 -0.03 0.09
H 1.2368 0.4576 7.5906 0.10 0.06 -0.04 0.11
H -9.2418 -7.1186 -0.1147 0.07 0.07 0.07 0.11
H 4.1577 -0.1954 -0.5513 0.87 -0.74 -1.23 0.05
H 1.3075 -2.8496 -2.4544 0.15 0.37 0.37 0.10
H 2.0330 2.8250 0.7289 0.01 0.07 -0.21 0.09
H -7.9691 0.1642 -5.0664 -0.04 0.07 0.09 0.11
H 9.3129 1.1468 2.9153 -0.12 0.01 -0.03 0.11
H -8.8282 -6.3770 2.1977 0.19 0.15 0.04 0.12
H 6.3754 -2.5233 -2.7713 -0.49 -0.65 -1.42 0.06
H 1.3606 -1.9931 -0.9793 -0.10 -0.03 -0.56 0.12
H 5.8545 -0.6187 -1.1885 -1.62 0.07 -0.41 0.09
H 7.4244 4.8304 1.7950 -0.05 -0.11 0.01 0.11
H 4.0312 -3.0419 -1.3340 0.68 0.71 0.83 0.04
H 4.7715 -1.7630 -5.1505 -0.48 -0.21 1.59 0.08
H 3.2256 -0.1626 3.8414 0.05 0.07 0.07 0.09
H 4.0489 -2.3151 0.3441 1.06 -0.36 -1.15 0.07
H -5.5428 -3.9526 0.8080 -0.15 -0.09 0.19 0.11
H 1.4525 -0.7737 5.4562 0.06 0.08 0.03 0.11
H -0.4932 -2.3165 -3.4840 -0.19 1.37 0.40 0.13
H -1.1728 5.9857 -1.3486 0.10 -0.07 0.01 0.11
H 0.5072 4.8642 -2.7569 0.14 -0.13 0.11 0.12

=====

17
Properties=species:S:1:pos:R:3:forces:R:3:lowdin_charge:R:1 method="wB97M-V/def2-TZVPD" e_tot_ha=-703.1769 total_charge=+1 gap_ev="7.64 / 8.67" e_above_lowest_kcal_mol=122.5
S 0.0288 0.4311 2.4769 -0.52 0.07 -0.01 1.06
N -0.6153 -0.4721 -0.4971 0.40 -1.10 0.63 -0.01
N 1.8601 0.1895 0.3203 2.20 -0.58 -0.05 0.01
C -1.5987 0.2844 0.1315 0.18 1.52 -0.99 -0.31
C 1.5637 -0.4731 -0.9378 1.06 2.37 -3.38 -0.18
C 0.2584 0.0220 -1.4930 -1.59 -1.15 -1.11 -0.23
C 1.0933 0.1679 1.3430 0.00 0.67 -1.38 -0.43
C -1.7009 -0.0469 1.6220 1.75 -1.86 -0.10 -0.26
H -2.4546 0.5101 2.1145 -0.69 0.45 0.71 0.06
H 0.0343 -0.6077 -2.4691 0.58 1.26 1.66 0.19
H 2.3018 -0.0732 -1.7157 -0.28 -1.07 1.29 0.16
H 0.2290 1.1104 -1.7281 -0.01 -0.54 0.26 0.14
H -1.6147 -1.1501 1.9843 -0.87 1.82 -1.30 0.12
H 2.9162 0.3291 0.2310 -1.65 0.32 1.63 0.21
H -1.3199 1.4315 -0.0939 -1.55 -2.03 0.83 0.17
H -2.5239 -0.1336 -0.4402 0.71 1.18 1.15 0.19
H 1.5423 -1.5192 -0.8487 0.27 -1.33 0.13 0.12

=====

37
Properties=species:S:1:pos:R:3:forces:R:3:lowdin_charge:R:1 method="wB97M-V/def2-TZVPD" e_tot_ha=-2768.6867 total_charge=+1 gap_ev=6.73 e_above_lowest_kcal_mol=40.0
Au 0.4120 1.2368 0.0052 -0.14 -1.00 0.00 0.68
I 2.2117 6.5264 0.0009 -0.18 -0.93 0.00 0.12
I 1.5751 3.8157 0.0030 0.41 1.63 0.00 0.28
Cl -0.0966 -4.4808 -0.0168 0.02 -0.03 -0.01 0.82
Cl 5.1520 -4.1318 0.0030 -0.04 0.01 0.00 0.77
O -1.1518 -1.9729 0.0196 -0.08 -0.19 0.03 0.02
O -3.2542 -2.1108 0.0180 0.03 -0.07 0.01 0.15
O -6.1796 1.0008 -0.0034 0.01 0.03 0.00 0.14
O 0.0333 -1.2057 -0.0253 -0.31 0.09 -0.04 -0.09
O -5.6214 -1.1430 -0.0010 -0.20 0.08 0.00 0.18
N -3.7961 1.9509 -0.0022 -0.06 0.00 0.00 0.19
N 2.3050 0.1593 0.0010 -0.04 0.12 0.00 -0.01
N -1.7377 1.2452 0.0013 0.00 0.23 0.00 0.03
C 1.2284 -3.3790 -0.0077 -0.02 -0.06 0.00 -0.53
C 3.6404 -3.3016 0.0003 0.09 0.06 0.00 -0.59
C 3.4412 0.8370 0.0017 -0.02 -0.14 0.00 -0.14
C -2.5112 2.3251 -0.0006 0.01 -0.08 0.00 -0.32
C -5.3475 0.1324 -0.0017 0.00 -0.08 0.00 -0.45
C -3.8994 0.6030 -0.0009 -0.09 -0.08 0.00 -0.03
C 4.7045 0.2449 0.0012 0.02 0.10 0.00 -0.01
C -2.3455 -1.3203 0.0099 0.20 0.09 0.00 -0.32
C 4.7862 -1.1112 0.0015 0.02 -0.09 0.00 0.01
C 3.6073 -1.8817 0.0003 0.01 0.00 0.00 -0.15
C 1.1559 -2.0093 -0.0079 0.12 0.13 0.00 -0.17
C -2.1444 3.7597 -0.0006 -0.08 0.02 0.00 -0.01
C -2.6028 0.1363 0.0011 0.32 0.01 0.00 -0.07
C 2.3569 -1.2248 -0.0013 -0.07 0.17 0.01 -0.10
C 2.4922 -4.0135 -0.0022 -0.02 -0.09 0.00 -0.11
H -2.5618 4.2469 0.8816 0.01 -0.01 0.01 0.11
H -4.8000 -1.6849 0.0053 0.06 0.05 0.00 0.07
H 2.5208 -5.0935 -0.0028 -0.03 0.01 0.00 0.11
H -4.6302 2.5288 -0.0035 0.02 0.02 0.00 0.19
H 5.7429 -1.6138 0.0018 -0.01 -0.01 0.00 0.10
H 3.3656 1.9116 0.0032 0.02 0.01 0.00 -0.03
H 5.5845 0.8711 0.0014 -0.02 0.01 0.00 0.13
H -2.5619 4.2470 -0.8826 0.01 -0.01 -0.01 0.11
H -1.0739 3.8998 -0.0005 0.03 -0.02 0.00 -0.07

=====

25
Properties=species:S:1:pos:R:3:forces:R:3:lowdin_charge:R:1 method="wB97M-V/def2-TZVPD" e_tot_ha=-331.6062 smiles=CCCCNC(C)C gap_ev=9.48 e_above_lowest_kcal_mol=40.6
N 0.0048 0.4847 0.4763 0.34 0.52 -1.09 -0.03
C 0.2702 -0.4777 -0.5678 0.37 -3.44 1.53 -0.23
C -0.4033 -1.8560 -0.1307 -0.22 0.68 -1.65 -0.20
C 1.1370 1.1809 1.1342 -1.01 1.56 -0.79 -0.42
C -2.4648 -1.3261 -1.6025 -0.23 -1.14 -0.54 -0.12
C 2.5617 0.9762 0.6474 0.52 -1.09 0.49 -0.10
C 0.8541 2.7133 1.0421 -0.83 -1.12 -0.25 -0.08
C -1.9215 -1.8582 -0.2882 0.12 1.35 1.43 -0.29
H -0.2032 -2.1017 0.9108 0.58 -0.07 -0.14 0.10
H -2.0679 -1.9523 -2.4162 -0.43 -0.19 0.10 0.08
H -0.0346 -2.6032 -0.8581 0.21 -0.10 0.58 0.10
H 1.4829 3.1984 1.7930 -0.32 0.68 -0.63 0.08
H -0.0401 -0.3404 -1.6048 -0.12 0.91 0.15 0.10
H 1.1408 0.8508 2.1794 -0.05 0.26 0.00 0.13
H 2.8252 -0.0819 0.7470 0.16 0.04 0.06 0.07
H 2.8752 1.2577 -0.3547 -0.61 0.32 -0.22 0.08
H -0.2053 2.9618 1.0551 -0.49 -0.23 1.86 0.06
H -2.3015 -0.3371 -2.0078 0.48 0.66 0.86 0.06
H 0.8251 3.0438 0.0001 1.94 0.08 -0.27 0.08
H -0.6786 1.1350 0.1105 0.15 0.24 0.38 0.10
H 3.2071 1.5166 1.3496 -0.05 -0.06 -0.12 0.08
H -2.2957 -2.8511 -0.0859 -0.07 -0.61 -0.54 0.09
H 1.3361 -0.7612 -0.6006 -0.27 0.55 -0.09 0.09
H -3.5383 -1.4243 -1.5244 -0.42 -0.19 -0.49 0.06
H -2.3653 -1.3482 0.5963 0.25 0.38 -0.63 0.11